(1)
Entry from the OMol25 dataset: C3H6N4O in the gas phase in a non-equilibrium geometry (ωB97M-V with the def2-TZVPD basis set).

```
14
C3H6N4O | the OMol25 dataset | ωB97M-V with the def2-TZVPD basis set
H -2.847 0.863 0.295
N -2.009 1.468 0.068
C -0.875 0.829 -0.228
C 0.468 1.289 -0.109
C 1.243 0.129 -0.065
N 2.656 0.035 0.217
O 0.543 -0.989 -0.271
N -0.869 -0.578 -0.620
N -1.683 -1.373 0.175
H 0.563 2.333 -0.051
H 3.135 0.722 -0.612
H 2.892 -1.036 0.154
H -1.382 -1.380 1.145
H -1.835 -2.314 -0.099
```

## Properties
Energy relative to the best compared isomer or geometry (same formula, charge and spin)   4.508 eV
SMILES   [H]/N=c1/cc(N)on1N
Maximum force   4.83 eV/Å
HOMO   -8.15 eV
DFT total energy   -412.0433 Eh
Total charge   0

(2)
Entry from the OMol25 dataset: C3H6N4O in the gas phase in a non-equilibrium geometry (ωB97M-V with the def2-TZVPD basis set).

```
14
C3H6N4O | the OMol25 dataset | ωB97M-V with the def2-TZVPD basis set
C 2.629 1.430 0.793
N 1.962 0.483 -0.175
N 0.594 1.102 -0.165
C -0.368 0.182 -0.100
N -0.163 -1.011 0.347
C -1.235 -1.747 0.038
N -2.242 -0.942 -0.464
O -1.644 0.285 -0.584
H 2.049 1.846 1.550
H 3.664 1.084 1.122
H 2.860 2.449 0.291
H 2.010 -0.475 0.198
H -1.417 -2.760 0.320
H -3.230 -1.034 0.010
```

## Properties
Energy relative to the best compared isomer or geometry (same formula, charge and spin)   5.475 eV
SMILES   CN/N=c1\nc[nH]o1
Maximum force   6.94 eV/Å
HOMO   -7.74 eV
DFT total energy   -412.0077 Eh
Total charge   0